(1)
Entry from the OMol25 dataset: a cluster of 2 separate species, C7H13N2 in total (wB97M-V/def2-TZVPD).

The calculation puts the frontier orbital gap at 8.43 eV. The relative energy (zero: lowest compared OMol25 entry of this formula, charge and spin) comes out at 54.89 kcal per mole. Its HOMO energy is -12.79 eV. Its net charge is +1. The value obtained for the LUMO energy is -4.4 eV. Its total energy is -383.72972 hartree.

```
22
Properties=species:S:1:pos:R:3:forces:R:3:mulliken_charge:R:1
C -3.4090 0.1113 -0.5536 0.527 1.708 -0.756 -0.47
C -3.2182 -0.6364 0.6456 1.142 -0.770 -0.898 -0.67
C -2.1592 0.3861 -1.0659 -1.661 -0.304 0.435 -0.40
C -1.9023 -0.9424 0.7298 0.149 -0.062 0.970 -0.14
C 2.5157 -0.9476 -0.2771 -0.186 2.426 -0.603 -1.18
C 1.0043 -1.0004 0.1569 3.004 2.007 1.957 -0.57
C 0.0839 -0.0341 -0.4839 -1.272 -0.806 2.871 -0.09
N -1.2366 -0.2743 -0.2722 1.383 0.932 -1.570 0.27
N 0.4374 1.8367 0.4357 1.440 -1.852 -2.901 -0.60
H -4.3566 0.5250 -0.9063 0.477 -0.311 0.030 0.41
H -3.9454 -1.0598 1.2697 -0.950 -0.282 0.676 0.47
H -1.7343 0.9550 -1.8642 -0.491 0.283 -0.491 0.35
H -1.3539 -1.5750 1.3922 0.010 -0.126 0.379 0.40
H 3.1109 -1.6741 0.3164 -0.493 0.143 -0.994 0.36
H 2.5005 -1.0354 -1.4306 0.717 -0.263 1.960 0.33
H 3.0075 0.0853 -0.0127 -0.969 -1.769 -0.563 0.25
H 0.9945 -1.0049 1.2945 -0.600 -0.088 -1.473 0.42
H 0.6836 -1.8853 -0.2539 -1.085 -2.571 -0.398 0.49
H 0.3786 0.4360 -1.3719 -0.009 0.430 -1.326 0.52
H 1.3670 2.0054 0.0658 -0.044 0.342 -0.351 0.31
H 0.5836 1.8386 1.3785 -0.159 -0.054 3.352 0.25
H -0.1820 2.5422 0.1393 -0.928 0.990 -0.308 0.28
```
Forces are in eV/Å.



(2)
Entry from the OMol25 dataset: a cluster of 13 separate species, C26H78O13S5 in total (wB97M-V/def2-TZVPD).

The calculation puts the frontier orbital gap at 7.81 eV. The relative energy (zero: lowest compared OMol25 entry of this formula, charge and spin) comes out at 0.00 kcal per mole. Its HOMO energy is -7.87 eV. The value obtained for the LUMO energy is -0.1 eV. Its total energy is -4005.68043 hartree.

```
122
Properties=species:S:1:pos:R:3:forces:R:3:mulliken_charge:R:1
C -4.4187 -1.3360 3.7875 -1.460 -0.892 2.539 -1.04
C -4.4817 -2.1600 2.5235 1.303 0.203 -1.589 0.82
O -5.8057 -2.0810 2.0335 1.261 2.937 8.060 -0.50
H -4.8007 -2.0620 4.7635 1.333 2.594 -2.641 0.24
H -4.8977 -0.3290 3.7995 -1.444 -1.196 -0.447 0.33
H -3.5087 -0.7940 3.9005 1.975 -1.104 0.623 0.12
H -3.9367 -3.1750 2.6895 -1.743 0.989 -0.059 0.25
H -3.8077 -1.7460 1.7215 -0.340 0.199 0.745 -0.61
H -6.0107 -2.4030 1.2615 -0.794 -3.388 -6.837 0.48
C -0.2647 5.4440 1.6975 -3.102 0.278 0.255 -1.05
C 1.1803 5.0870 1.5295 -0.005 0.064 -0.933 0.44
O 1.3693 4.0150 2.3555 -0.980 -1.570 0.731 -0.17
H -0.9767 4.4910 1.6405 1.750 1.663 -0.696 -0.03
H -0.6967 6.2970 1.0455 0.860 -1.455 0.902 0.29
H -0.5097 5.6650 2.7495 0.479 0.493 -0.224 0.39
H 1.9803 5.7550 1.8865 -0.741 1.166 -0.801 0.38
H 1.3223 4.8260 0.4455 0.242 0.243 0.509 -0.31
H 2.2853 3.7570 2.2805 0.976 -0.758 0.214 0.16
C -0.8757 3.6730 -2.0015 -0.389 -0.497 -0.158 0.47
C -0.4977 4.6390 -3.0765 -1.060 -1.548 -4.254 -0.64
O 0.8253 5.0920 -3.0285 -2.598 -2.119 9.707 -0.43
H -1.8707 3.2350 -1.9235 -0.268 -0.022 -1.714 -0.16
H -1.0047 4.1150 -1.0365 1.525 0.706 0.970 0.24
H -0.2107 2.8490 -2.1135 0.575 -0.735 0.848 -0.41
H -1.1417 5.4430 -3.0555 -1.433 2.117 0.204 0.39
H -0.7197 4.2480 -4.3065 0.586 0.393 3.522 0.23
H 1.1013 5.2410 -3.8045 3.220 1.804 -9.107 0.25
C -0.5167 -3.1350 2.8175 7.100 4.166 -1.285 -1.25
C 0.7043 -3.8680 2.2025 3.518 3.704 -2.487 0.60
O 0.5823 -5.2200 2.0625 -2.332 -1.328 2.443 -0.55
H -0.3857 -2.9320 3.8405 0.301 0.256 1.338 0.42
H -1.2947 -3.6330 2.7015 -7.052 -4.856 -1.039 0.69
H -0.7087 -2.1750 2.2835 0.440 -0.465 0.440 0.22
H 1.7433 -3.4230 2.5995 -1.977 -1.477 0.635 0.12
H 1.0393 -3.5540 1.1355 -1.659 0.507 1.033 -0.45
H 1.2483 -5.6240 1.5635 1.599 -0.440 -1.056 0.33
C 1.6893 -4.0010 -1.5075 -1.853 0.418 -2.980 -0.75
C 1.5923 -4.4840 -2.9315 -1.045 2.723 0.186 -0.74
O 1.3253 -3.3270 -3.7855 0.763 -1.205 0.988 -0.32
H 2.4413 -3.3420 -1.3275 3.059 1.075 0.480 0.36
H 1.6883 -4.9450 -1.1695 0.424 -2.926 3.343 0.40
H 0.8713 -3.4130 -1.2285 -1.953 0.301 0.470 0.06
H 0.8003 -5.1850 -3.0805 -0.960 -0.456 0.219 0.38
H 2.4633 -5.0600 -3.0925 1.523 -0.079 -1.066 0.44
H 1.4823 -3.7130 -4.6265 0.002 0.117 -1.733 0.21
C 6.0933 -2.4790 1.4635 2.067 2.689 -1.830 -1.66
C 5.2103 -1.4010 0.8555 0.190 -1.397 -0.244 0.42
O 5.6583 -0.7590 -0.3475 3.514 -2.129 3.069 -0.58
H 6.4313 -3.1230 0.7425 0.312 -2.020 -2.308 0.48
H 5.7543 -3.0760 2.2195 -1.454 -0.983 2.206 0.43
H 7.0943 -2.0840 1.7225 -0.627 0.441 0.530 0.33
H 4.9953 -0.7860 1.6475 0.323 2.809 1.933 0.26
H 4.1853 -1.6900 0.7325 -0.734 -1.333 -0.828 -0.05
H 4.8603 -0.4320 -0.6085 -2.986 1.623 -2.302 0.58
C -1.1937 -0.8240 -4.4655 3.663 2.882 2.653 -1.73
C -1.1027 -0.6860 -2.9015 -1.280 -0.251 -1.715 0.94
O -1.6677 0.5590 -2.6685 2.690 1.848 -3.017 -0.23
H -0.4717 -0.0470 -4.8125 -0.306 -0.404 -0.141 0.25
H -2.0887 -0.5260 -4.8955 -1.987 -0.195 -0.385 0.46
H -0.7427 -1.7160 -4.6665 0.567 -2.726 -1.334 0.45
H -0.1157 -0.8960 -2.4055 -0.664 0.372 -0.747 -0.29
H -1.8347 -1.3790 -2.5735 -0.366 -1.338 0.962 0.17
H -2.2047 0.5860 -1.9465 -1.923 -0.342 3.540 -0.03
C 1.0133 -0.4460 0.5295 0.303 1.755 1.772 0.48
C -0.0697 0.6550 0.6105 2.868 6.381 -0.028 1.41
O -1.1767 0.3610 1.3865 -0.790 -1.623 -2.093 0.17
H 1.2333 -0.7940 1.5995 0.176 0.883 -1.293 0.24
H 1.9563 -0.0890 -0.0215 -1.813 -1.176 0.647 -0.61
H 0.4603 -1.2720 0.1865 -0.057 -1.497 -1.411 0.01
H -0.3407 1.2480 -0.4185 0.268 -2.296 1.636 -0.71
H 0.3053 1.7120 1.1075 0.156 -2.629 -0.731 -0.48
H -1.6657 0.0020 0.5975 -1.112 0.101 1.956 -0.07
C 4.5263 4.3430 0.0845 -5.810 2.432 4.631 -0.88
S 4.6253 2.8380 1.0325 -2.663 -0.916 1.375 0.26
O 3.6863 2.9320 2.2905 2.367 0.134 -2.003 -0.62
C 3.5363 1.9250 -0.1355 1.979 -2.486 -0.862 0.87
H 5.0663 4.2960 -0.6985 3.997 -0.963 -5.730 0.56
H 4.9093 5.2550 0.6055 -0.533 -0.924 0.179 0.36
H 3.4133 4.5370 -0.2895 2.250 -0.342 1.061 0.02
H 3.9443 1.8930 -1.2065 -0.421 0.465 1.785 0.39
H 2.5593 2.3260 -0.0945 -1.013 0.857 0.189 -0.04
H 3.4243 0.7880 0.1155 0.728 2.583 0.151 -1.00
C -4.4127 1.8420 -1.8025 0.200 3.614 1.722 -1.10
S -4.4887 0.3860 -0.7615 -0.055 0.129 0.009 0.40
O -3.0727 0.0280 -0.3765 -0.434 -0.180 -0.950 -0.62
C -5.1017 1.2310 0.6695 0.980 1.159 -0.304 -0.96
H -5.3387 2.4660 -1.9435 0.113 -1.166 0.888 0.43
H -4.2337 1.6400 -2.8265 1.365 -0.439 -0.793 0.40
H -3.7257 2.6660 -1.2185 -1.089 -2.255 -1.823 0.19
H -5.5697 0.4120 1.2105 0.330 0.356 1.022 0.28
H -5.8817 1.8600 0.2305 -0.057 0.141 0.581 0.53
H -4.2007 1.8850 1.0955 -2.117 -1.724 -0.506 0.20
C 3.8563 -0.4370 -4.5785 -2.377 2.771 0.244 -1.37
S 2.8303 -0.4350 -3.0475 1.060 -0.307 1.199 0.75
O 3.7053 -0.0850 -1.8315 -0.838 -1.114 -2.256 -0.86
C 1.9873 1.0960 -3.1995 0.042 1.428 0.364 -0.93
H 4.6053 0.3220 -4.4735 -0.024 1.180 -0.111 0.41
H 3.1923 -0.3310 -5.4735 0.609 0.043 0.821 0.34
H 4.4493 -1.2470 -4.6555 1.325 -3.460 -0.005 0.49
H 1.4453 1.2700 -2.2115 0.244 -0.364 -1.692 -0.46
H 1.4903 1.2260 -4.1425 -1.362 -0.531 -0.096 0.65
H 2.6993 1.9080 -3.3345 0.640 -0.030 0.632 0.67
C -4.8117 -5.3840 -1.6195 0.098 -2.227 -1.070 -0.95
S -4.7577 -3.6260 -1.2935 -5.060 0.048 0.284 0.42
O -5.8937 -3.3830 -0.2205 2.704 -0.645 -2.324 -0.75
C -3.2457 -3.5990 -0.5895 5.451 0.995 4.433 -0.37
H -4.0257 -5.6250 -2.3955 -1.205 0.635 -0.053 0.35
H -5.8857 -5.8100 -1.9305 2.588 1.209 0.853 0.28
H -4.2867 -5.9600 -0.8185 -1.297 0.506 0.209 0.32
H -3.0537 -2.4820 -0.0905 -0.564 -2.868 -1.451 -0.31
H -2.3267 -3.8210 -1.2315 -1.629 0.592 0.080 0.36
H -3.0397 -4.3900 0.2755 -1.021 1.640 -1.443 0.43
C -1.0907 1.0080 4.7355 3.824 -0.905 -1.234 -0.90
S -0.2837 2.6540 4.6645 -1.343 1.328 3.634 0.78
O -1.1097 3.4760 5.7355 1.583 -1.299 -2.268 -0.77
C 1.2973 2.2920 5.6015 -2.778 1.212 -7.832 -2.03
H -0.5687 0.4610 3.8915 -1.239 0.530 0.306 0.00
H -2.1337 1.0870 4.6615 -1.228 0.292 -0.300 0.34
H -0.7577 0.3970 5.5605 -0.249 0.325 0.888 0.52
H 1.1503 1.7870 6.3535 -2.258 -4.470 8.302 0.76
H 1.9523 3.0050 5.6825 2.416 5.372 1.023 0.60
H 1.9763 1.7110 5.1055 1.151 -2.406 -2.551 0.61
```
Forces are in eV/Å.